No. 1
{
  "formula": "C3H6S3",
  "method": "ωB97M-V/def2-TZVPD",
  "species": ["C", "C", "C", "H", "H", "H", "H", "H", "H", "S", "S", "S"],
  "coordinates": [[2.76501, -0.00804, -0.00925], [-0.00188, -0.19930, -0.00749], [-2.75888, -0.02514, -0.00672], [2.72295, 0.62013, -0.90039], [2.74972, 0.60742, 0.87714], [3.65675, -0.62165, 0.01881], [-2.72431, 0.61060, 0.88301], [-2.71574, 0.59601, -0.86623], [-3.69631, -0.58207, 0.01411], [1.43365, -1.21704, 0.00121], [-0.00491, 1.43643, -0.00023], [-1.42605, -1.21735, -0.00397]],
  "forces_ev_per_a": [[-0.2, -0.1, -0.1], [0.1, 0.0, 0.1], [-0.2, -0.1, 1.0], [0.1, -0.2, 0.1], [-0.2, 0.2, 0.2], [0.3, 0.0, -0.2], [0.1, -0.1, -0.1], [0.0, 0.5, -0.8], [0.1, -0.1, -0.1], [-0.3, 0.3, 0.0], [0.0, -0.2, 0.0], [0.2, 0.0, 0.0]],
  "mulliken_charge": [-0.91, 0.18, -0.92, 0.32, 0.33, 0.33, 0.32, 0.33, 0.32, -0.01, -0.29, -0.01],
  "homo_lumo_gap_ev": 8.7,
  "de_lowest_kcal_mol": 0.0,
  "energy_ha": -1312.460114,
  "e_lumo_ev": 0.05
}

No. 2
{
  "formula": "C5HBr3N2",
  "method": "ωB97M-V/def2-TZVPD",
  "species": ["C", "C", "C", "C", "C", "N", "N", "Br", "Br", "Br", "H"],
  "coordinates": [[3.38936, -0.40694, 1.61744], [-0.01002, -0.38926, 0.19111], [2.24909, -0.64816, 0.92387], [1.33110, -0.75379, -0.01367], [-0.05685, 0.80084, 2.35903], [4.34686, -0.17571, 2.19537], [-0.26632, 0.18902, 1.34964], [1.63006, -1.30023, -1.81288], [0.09084, 0.59831, 4.13559], [-2.29608, -2.90022, 1.21304], [-0.71500, -0.38918, -0.71508]],
  "forces_ev_per_a": [[-2.8, -0.8, -1.9], [-2.2, 0.5, -0.9], [0.7, 0.1, -0.2], [0.8, 0.0, 0.2], [0.2, -0.2, -1.6], [2.3, 0.6, 1.6], [-0.3, 0.1, 0.4], [0.5, -0.2, 0.0], [-0.2, -0.2, 0.5], [0.2, 0.2, 0.0], [0.8, 0.0, 2.1]],
  "mulliken_charge": [0.39, -0.51, -0.11, 0.28, 0.18, -0.43, -0.08, -0.14, 0.08, -0.06, 0.39],
  "spin_multiplicity": 3,
  "homo_lumo_gap_ev": [7.3, 4.6],
  "de_lowest_kcal_mol": 26.0,
  "energy_ha": -8022.439543,
  "e_lumo_ev": [-1.33, -3.72]
}

No. 3
{
  "formula": "C4H8S2",
  "method": "ωB97M-V/def2-TZVPD",
  "species": ["C", "S", "C", "C", "C", "S", "H", "H", "H", "H", "H", "H", "H", "H"],
  "coordinates": [[-2.36025, 0.64717, -0.22620], [-1.57373, -0.89978, -0.36043], [0.01176, -0.90527, 0.38514], [1.00804, -0.14883, -0.36620], [2.43877, 0.07637, 0.22717], [3.87032, -0.31887, -0.38174], [-2.93595, 0.96128, 0.66235], [-1.79185, 1.58029, -0.29691], [-3.18990, 0.61364, -1.01776], [0.16286, -0.56462, 1.44139], [0.06190, -1.94271, 0.51810], [1.06727, -0.58677, -1.35020], [0.68825, 0.90172, -0.39553], [2.54251, 0.58637, 1.16081]],
  "forces_ev_per_a": [[-2.3, 2.3, -0.3], [-1.0, -0.9, -0.2], [-0.2, 1.4, 3.2], [2.8, 1.1, -0.7], [-0.7, -1.1, -0.6], [-0.2, -0.2, -0.5], [0.2, -1.3, 0.4], [0.5, -0.4, -1.0], [1.4, 0.3, 0.8], [-1.2, 0.0, -0.4], [1.2, -1.8, -0.4], [0.4, 0.4, -0.6], [-0.4, -0.2, -0.5], [-0.7, 0.4, 0.7]],
  "mulliken_charge": [-0.83, -0.07, -0.58, -0.25, -0.45, -0.22, 0.31, 0.29, 0.25, 0.36, 0.32, 0.36, 0.20, 0.32],
  "homo_lumo_gap_ev": 8.4,
  "smiles": "CSCCC=S",
  "de_lowest_kcal_mol": 47.8,
  "energy_ha": -953.510508,
  "e_lumo_ev": -0.15
}

No. 4
{
  "formula": "C3H8NO2P",
  "method": "ωB97M-V/def2-TZVPD",
  "species": ["C", "N", "O", "P", "C", "C", "O", "H", "H", "H", "H", "H", "H", "H", "H"],
  "coordinates": [[-1.20644, -2.50232, -0.91599], [-0.20670, -2.64008, -0.13381], [0.45836, -1.55301, 0.35564], [-0.30634, -0.01176, 0.57751], [1.03123, 0.56151, 1.84586], [-0.04346, 1.03041, -0.97066], [-1.69934, -0.15347, 1.11648], [-1.76446, -3.31785, -1.21123], [-1.71857, -1.66588, -1.32232], [0.93218, -0.37038, 2.52052], [1.94931, 0.52823, 1.14142], [0.63003, 1.45607, 2.16591], [-1.03950, 1.49161, -1.17208], [0.72543, 1.88297, -0.68742], [0.54535, 0.42111, -1.66573]],
  "forces_ev_per_a": [[1.1, 1.0, 1.1], [-1.1, -0.9, -0.8], [-0.6, 2.2, -0.3], [0.9, -0.6, 1.4], [-0.5, -4.8, -3.3], [1.2, 1.1, 2.2], [1.5, 0.5, -1.1], [-0.3, -2.5, -0.3], [0.3, 1.7, 0.2], [0.7, 2.0, -0.6], [-1.2, 0.4, 1.8], [-0.1, 2.0, 1.1], [1.0, -0.6, -0.7], [-1.7, -1.5, -0.3], [-0.9, 0.2, -0.5]],
  "mulliken_charge": [-0.25, -0.33, -0.19, 0.83, -1.02, -0.98, -0.66, 0.30, 0.26, 0.30, 0.30, 0.41, 0.34, 0.35, 0.33],
  "homo_lumo_gap_ev": 10.7,
  "smiles": "C=NOP(C)(C)=O",
  "de_lowest_kcal_mol": 52.9,
  "energy_ha": -665.632713,
  "e_lumo_ev": 0.69
}